1.
Density functional theory data (ωB97M-V/def2-TZVPD) for a structure of composition C40H39BLuN12S3.

Summary:
ΔE to the lowest compared entry with this formula, charge and spin in kJ/mol: 7.1
Kohn-Sham gap in eV: 6.3930
Largest force on an atom in eV Å⁻¹: 1.02
Highest occupied orbital energy in eV: -9.70

```
! RIJCOSX wB97M-V def2-TZVPD def2/J DEFGRID3
* xyz 1 1
Lu 2.018 -0.826 0.249
S -0.354 0.054 -1.284
S 2.538 -0.510 -2.469
S 0.060 0.773 1.835
N 3.269 -0.160 2.253
N 5.054 -1.274 -0.068
N 0.794 -2.535 1.706
N -2.191 2.098 1.472
N 4.320 1.177 -0.228
N -1.800 2.261 -1.276
N 0.876 -2.686 -2.372
N 1.480 -1.931 -4.396
N 0.983 -2.698 -1.027
N 3.962 -2.064 0.040
N 4.576 0.064 1.994
N 2.985 1.345 -0.071
C 3.767 2.933 -1.447
C -2.951 -5.702 -2.344
C -0.564 5.647 3.390
C -2.085 3.784 3.243
C 5.583 -3.206 -1.000
C 0.177 -3.516 -0.417
C -4.814 0.008 -3.489
C -2.868 5.932 4.004
C -1.159 1.325 -0.571
C -3.205 1.786 -3.239
C 1.575 -1.811 -3.057
C -4.090 2.657 -3.862
C -5.329 2.207 -4.297
C -2.335 2.331 2.909
C 5.231 0.354 3.127
C 3.113 0.023 3.564
C -1.594 6.457 3.851
C -2.580 3.284 -0.590
C -0.623 -5.110 -2.212
C -0.177 -4.718 1.731
C 0.811 -2.573 3.040
C -3.575 0.454 -3.059
C -2.182 -4.247 -0.598
C -1.656 -5.795 -2.831
C -3.232 2.659 0.618
C 0.356 -3.642 3.786
C -0.130 -4.751 3.111
C 6.039 -1.939 -0.683
C 4.327 0.342 4.170
C 4.808 2.115 -1.051
C 0.270 -3.585 1.050
C -1.862 2.275 -2.739
C -1.168 1.447 0.922
C 4.275 -3.229 -0.529
C -5.695 0.884 -4.110
C 2.649 2.400 -0.809
C -0.875 -4.322 -1.088
C -3.113 4.600 3.699
C -3.212 -4.928 -1.223
C -0.807 4.316 3.090
B 5.150 0.133 0.569
H -6.658 0.532 -4.453
H -4.110 4.193 3.827
H -1.402 7.493 4.095
H -3.782 3.407 1.184
H 0.384 -5.191 -2.588
H -1.699 3.306 -3.058
H 2.137 -0.034 4.018
H -1.055 1.653 -3.120
H -5.087 -1.030 -3.347
H 5.854 2.156 -1.303
H 1.205 -1.698 3.535
H 6.119 -3.991 -1.503
H -0.556 -5.558 1.168
H 6.290 0.551 3.114
H -3.811 3.693 -4.021
H -3.348 2.044 3.199
H 1.910 -1.243 -4.985
H 0.844 -2.606 -4.785
H -0.471 -5.626 3.648
H 0.433 6.052 3.274
H -3.340 3.657 -1.273
H -4.219 -4.858 -0.831
H 3.555 -4.031 -0.574
H -2.883 -0.235 -2.590
H -1.624 1.696 3.427
H 1.627 2.742 -0.843
H 0.396 -3.608 4.865
H -0.001 3.679 2.742
H 3.805 3.783 -2.105
H 6.291 0.474 0.602
H 7.000 -1.483 -0.847
H -3.673 6.559 4.365
H -2.390 -3.629 0.268
H -3.921 1.869 0.303
H -1.451 -6.403 -3.703
H -3.758 -6.227 -2.838
H 4.514 0.536 5.211
H -1.938 4.115 -0.282
H -6.009 2.892 -4.788
*
```

***

2.
Density functional theory data (ωB97M-V/def2-TZVPD) for an isolated molecule of C15H22N4O4.

Summary:
ΔE to the lowest compared entry with this formula, charge and spin in kJ/mol: 578.6
SMILES string: COc1ccc([N+](=O)[O-])cc1NC(=O)CCN1CCN(C)CC1
Kohn-Sham gap in eV: 8.1498
Largest force on an atom in eV Å⁻¹: 1.47
Highest occupied orbital energy in eV: -8.36

```
! RIJCOSX wB97M-V def2-TZVPD def2/J DEFGRID3
* xyz 0 1
O -2.557 -1.497 4.705
O 0.547 -2.814 -0.532
O 1.598 1.489 1.466
O -1.440 0.319 4.447
N -1.764 -0.798 4.107
N -1.040 2.213 -3.579
N 1.520 2.485 -2.254
N 1.280 -0.439 0.299
C -0.886 1.843 -2.184
C 2.201 1.231 -2.010
C 2.804 1.189 -0.596
C 0.255 2.654 -1.562
C -1.175 -1.338 2.912
C 0.233 -4.094 -1.034
C -0.997 -3.122 1.328
C -0.233 -0.587 2.215
C 0.333 -1.106 1.065
C -2.163 1.548 -4.198
C 1.833 0.798 0.503
C 1.325 2.795 -3.657
C -0.058 -2.391 0.614
C -1.557 -2.599 2.479
C 0.196 1.984 -4.304
H 1.067 3.856 -3.719
H -0.694 0.758 -2.071
H 0.489 -4.877 -0.315
H -2.288 -3.156 3.044
H -2.266 1.903 -5.223
H 1.562 0.346 -2.173
H -2.054 0.450 -4.217
H 3.199 2.177 -0.358
H -1.301 -4.101 0.996
H -0.825 -4.170 -1.300
H 0.058 2.313 -5.336
H 3.025 1.175 -2.727
H 0.841 -4.215 -1.929
H 0.373 2.395 -0.511
H 2.261 2.633 -4.198
H -3.070 1.797 -3.649
H 3.627 0.471 -0.583
H -0.003 3.714 -1.627
H 0.053 0.390 2.573
H -1.817 2.071 -1.660
H 0.466 0.910 -4.322
H 1.585 -0.964 -0.510
*
```